[1]
Entry from OMol25: 5 unconnected molecules or ions with the total composition CH12O4S in a non-equilibrium geometry (ωB97M-V/def2-TZVPD).

Last column: Löwdin spin population.
Positions of all 18 atoms, in Å:
C -2.514 -3.084 1.627  0.0278
S -2.791 -1.524 0.655  0.1525
H -3.304 -3.778 1.344  0.0004
H -2.617 -2.818 2.664  0.0013
H -1.562 -3.526 1.396  0.0050
H -1.604 -1.579 0.042  0.0122
H 0.947 3.300 -0.912  0.0902
H 2.088 2.517 -0.249  0.0910
O 1.402 3.181 -0.064  0.2301
H 6.428 2.699 2.364  0.0108
H 4.997 2.430 2.821  0.0270
O 5.903 2.115 2.927  0.0736
H -3.267 0.372 -4.848  0.0137
H -2.735 0.426 -6.274  0.0065
O -2.704 -0.103 -5.469  0.0518
H 0.562 0.409 0.209  0.0542
H 0.154 -0.506 1.309  0.0239
O 0.619 -0.531 0.457  0.1280

Results
multiplicity = 2
ΔE to the lowest compared entry with this formula, charge and spin = 32.0 kJ/mol
gap between HOMO and LUMO (alpha / beta) = 2.3 / 9.4 eV
HOMO level (alpha / beta) = 0.71 / -6.38 eV
total charge = -1
LUMO (alpha / beta) = 3.02 / 3.04 eV
energy = -20255.743 eV

---

[2]
Entry from OMol25: 5 unconnected molecules or ions with the total composition CH12O4S2 (ωB97M-V/def2-TZVPD).

Last column: Mulliken charge in e.
Positions of all 19 atoms, in Å:
C 2.615 -0.473 0.581  -0.7908
S 1.411 0.803 0.132  -0.0945
S 1.548 0.792 -1.943  -0.1957
H 2.752 -0.359 1.650  0.2849
H 3.554 -0.294 0.087  0.3574
H 2.252 -1.474 0.368  0.3141
H 0.569 -0.111 -2.083  0.1633
H -2.768 0.387 3.362  0.3031
H -1.954 -0.516 2.482  0.3563
O -2.415 0.334 2.467  -0.7028
H -0.927 -1.774 0.766  0.3964
H -0.107 -0.772 1.512  0.2422
O -0.478 -1.657 1.622  -0.6508
H -1.993 -2.118 -1.791  0.3061
H -2.239 -0.787 -1.098  0.3466
O -1.689 -1.590 -1.044  -0.6683
H -2.743 0.693 0.699  0.3923
H -3.696 0.891 -0.447  0.3219
O -2.750 0.874 -0.255  -0.6818

Results
ΔE to the lowest compared entry with this formula, charge and spin = 0.0 kJ/mol
gap between HOMO and LUMO = 9.5 eV
HOMO level = -9.06 eV
LUMO = 0.48 eV
energy = -31092.842 eV

---

[3]
Entry from OMol25: 6 unconnected molecules or ions with the total composition CH12O6 in a non-equilibrium geometry (ωB97M-V/def2-TZVPD).

Last column: Mulliken charge in e.
Positions of all 19 atoms, in Å:
O 0.495 -0.876 -3.493  -0.5053
C 0.158 -1.931 -2.998  -0.0712
H 0.515 -2.835 -3.520  0.2780
H -0.563 -1.855 -2.152  0.2444
H -1.348 3.063 3.446  0.3096
H -0.613 3.368 4.651  0.3165
O -0.493 3.419 3.698  -0.6256
H 2.064 -0.491 1.121  0.3437
H 2.268 -0.906 -0.440  0.3313
O 2.127 -1.186 0.468  -0.7186
H -0.115 0.422 -0.683  0.2969
H 0.203 -0.860 0.168  0.3847
O -0.505 -0.274 -0.133  -0.6252
H 1.611 1.862 -2.393  0.2850
H 0.882 0.506 -2.651  0.4428
O 1.293 1.073 -1.954  -0.6729
H -2.478 -0.764 1.553  0.3078
H -2.948 -0.505 2.905  0.2979
O -2.552 -1.231 2.406  -0.6196

Results
ΔE to the lowest compared entry with this formula, charge and spin = 93.4 kJ/mol
gap between HOMO and LUMO = 11.0 eV
HOMO level = -10.82 eV
LUMO = 0.21 eV
energy = -13515.754 eV

---

[4]
Entry from OMol25: 6 unconnected molecules or ions with the total composition CH12O6 in a non-equilibrium geometry (ωB97M-V/def2-TZVPD).

Last column: Mulliken charge in e.
Positions of all 19 atoms, in Å:
O -0.502 1.867 2.302  -0.4505
C -1.463 1.116 2.242  -0.0035
H -2.459 1.395 2.729  0.2502
H -1.375 0.099 1.787  0.1616
H 0.222 -1.597 0.743  0.4253
H 1.024 -1.833 2.006  0.2871
O 0.541 -1.151 1.531  -0.6773
H 1.982 1.065 -2.648  0.3002
H 1.440 1.179 -1.196  0.4678
O 1.171 1.165 -2.168  -0.7512
H -1.816 0.471 -2.083  0.3259
H -0.294 0.250 -2.264  0.4349
O -1.114 -0.247 -2.269  -0.7532
H 1.421 0.321 0.775  0.4121
H 1.248 1.762 1.092  0.3859
O 1.761 1.153 0.462  -0.7891
H -0.815 -1.577 -1.244  0.4072
H -0.395 -3.104 -1.184  0.2971
O -0.578 -2.333 -0.612  -0.7306

Results
ΔE to the lowest compared entry with this formula, charge and spin = 0.0 kJ/mol
gap between HOMO and LUMO = 10.9 eV
HOMO level = -10.34 eV
LUMO = 0.53 eV
energy = -13516.721 eV

---

[5]
Entry from OMol25: 6 unconnected molecules or ions with the total composition CH13O5S in a non-equilibrium geometry (ωB97M-V/def2-TZVPD).

Last column: Mulliken charge in e.
Positions of all 20 atoms, in Å:
C -1.653 -0.051 -0.426  -0.8495
S -0.329 1.133 -0.021  -0.7212
H -2.154 -0.342 0.499  0.2704
H -2.409 0.414 -1.068  0.2845
H -1.307 -0.890 -1.007  0.2697
H -1.309 1.808 2.044  0.2901
H -2.514 1.170 2.687  0.3008
O -1.574 1.372 2.875  -0.6910
H 0.080 -1.456 3.345  0.3856
H -0.831 -0.273 3.320  0.3882
O -0.651 -1.081 3.844  -0.6922
H 0.152 -0.022 -3.061  0.2777
H 0.857 0.619 -1.856  0.2323
O 1.017 0.290 -2.771  -0.6774
H 1.066 -1.876 0.874  0.3024
H 0.651 -0.421 1.211  0.2653
O 1.239 -1.168 1.507  -0.6830
H 3.800 0.049 -3.527  0.2939
H 2.464 0.349 -4.114  0.4015
O 3.404 0.375 -4.353  -0.6483

Results
ΔE to the lowest compared entry with this formula, charge and spin = 32.8 kJ/mol
gap between HOMO and LUMO = 7.5 eV
HOMO level = -4.05 eV
total charge = -1
LUMO = 3.48 eV
energy = -22323.075 eV

---

[6]
Entry from OMol25: 5 unconnected molecules or ions with the total composition CH14N2O4 in a non-equilibrium geometry (ωB97M-V/def2-TZVPD).

Last column: Löwdin spin population.
Positions of all 21 atoms, in Å:
N 0.600 -2.132 1.563  0.0054
C -0.176 -2.247 0.357  0.0314
N 0.344 -1.464 -0.802  0.0336
H 1.586 -2.136 1.342  0.0014
H 0.410 -1.264 2.048  0.0036
H -0.218 -3.276 0.002  0.0018
H -1.181 -1.917 0.619  0.0120
H -0.344 -0.852 -1.230  0.0307
H 0.600 -2.139 -1.510  0.0103
H -0.882 3.372 -0.253  0.0594
H -0.477 3.249 -1.736  0.0725
O -0.114 3.217 -0.842  0.1832
H -1.030 0.852 -1.930  0.0838
H -1.287 1.175 -3.387  0.0906
O -0.670 0.678 -2.810  0.2387
H 1.492 1.517 0.132  0.0192
H 1.409 0.053 0.336  0.0076
O 1.493 0.882 0.864  0.0483
H -0.377 0.803 1.641  0.0150
H -0.254 0.824 3.140  0.0053
O -0.923 0.804 2.456  0.0462

Results
multiplicity = 2
ΔE to the lowest compared entry with this formula, charge and spin = 0.0 kJ/mol
gap between HOMO and LUMO (alpha / beta) = 3.3 / 10.3 eV
HOMO level (alpha / beta) = 0.42 / -6.75 eV
total charge = -1
LUMO (alpha / beta) = 3.69 / 3.53 eV
energy = -12433.934 eV

---

[7]
Entry from OMol25: 6 unconnected molecules or ions with the total composition CH14N2O4 in a non-equilibrium geometry (ωB97M-V/def2-TZVPD).

Last column: Löwdin spin population.
Positions of all 21 atoms, in Å:
N 1.584 -1.398 -0.138  0.0667
C 0.694 -1.147 -1.208  0.0440
N 1.032 -0.115 -2.218  0.3500
H 1.824 -0.532 0.412  -0.0001
H 1.102 -1.917 0.654  0.0021
H 0.487 -2.115 -1.804  0.0310
H -0.382 -0.805 -0.836  0.0093
H 0.815 0.870 -1.935  0.0017
H 2.014 -0.314 -2.572  0.0001
H -0.645 -3.256 1.972  -0.0003
H -3.288 0.435 0.819  0.0000
O -0.544 -2.427 1.451  0.0281
H -3.651 0.100 1.304  0.0000
H 1.033 3.222 -1.344  0.0005
O 0.634 2.317 -1.271  0.4279
H -0.134 2.061 0.025  0.0007
H -1.305 3.139 0.336  -0.0007
O -0.707 2.465 0.741  0.0381
H -0.303 -0.976 1.655  -0.0004
H -0.471 0.467 2.159  0.0000
O 0.210 -0.074 1.799  0.0013

Results
multiplicity = 2
ΔE to the lowest compared entry with this formula, charge and spin = 343.8 kJ/mol
gap between HOMO and LUMO (alpha / beta) = 7.8 / 4.0 eV
HOMO level (alpha / beta) = -4.15 / -3.97 eV
total charge = -1
LUMO (alpha / beta) = 3.64 / 0.05 eV
energy = -12430.370 eV

---

[8]
Entry from OMol25: 5 unconnected molecules or ions with the total composition CH14N3O4 in a non-equilibrium geometry (ωB97M-V/def2-TZVPD).

Last column: Mulliken charge in e.
Positions of all 22 atoms, in Å:
N -0.613 0.056 0.351  -0.2216
C 0.435 0.601 -0.274  0.6411
N 0.735 0.754 -1.576  -0.2541
N 1.531 0.854 0.608  -0.3210
H -1.104 0.557 1.167  0.2564
H -1.151 -0.824 0.008  0.2005
H 1.659 1.116 -1.872  0.1991
H 0.322 0.364 -2.316  0.2158
H 2.285 1.393 0.276  0.1513
H 1.432 0.654 1.607  0.2429
H 0.555 0.346 3.868  0.3070
H 0.308 -1.011 3.280  0.2816
O 0.382 -0.095 3.036  -0.6158
H -0.383 3.625 -0.542  0.2945
H -0.426 3.124 1.145  0.3170
O -0.471 3.015 0.188  -0.6292
H 0.446 -1.982 -3.219  0.2817
H -0.123 -2.422 -1.868  0.2953
O 0.062 -1.629 -2.480  -0.5869
H -1.512 -3.106 0.058  0.2948
H -2.395 -2.874 -1.032  0.2191
O -1.974 -2.516 -0.413  -0.5696

Results
ΔE to the lowest compared entry with this formula, charge and spin = 313.7 kJ/mol
gap between HOMO and LUMO = 11.0 eV
HOMO level = -13.70 eV
total charge = +1
LUMO = -2.69 eV
energy = -13917.385 eV

---

[9]
Entry from OMol25: 5 unconnected molecules or ions with the total composition CH14NO4 in a non-equilibrium geometry (ωB97M-V/def2-TZVPD).

Last column: Mulliken charge in e.
Positions of all 20 atoms, in Å:
C 0.045 -1.475 0.492  -0.7776
N 0.050 0.016 0.288  -0.1993
H -0.690 -1.934 -0.151  0.2900
H -0.233 -1.666 1.525  0.3213
H 1.045 -1.846 0.331  0.3484
H 0.801 0.483 -0.282  0.3355
H -0.845 0.375 -0.022  0.3398
H 0.232 0.450 1.210  0.3758
H 0.965 4.064 -3.147  0.3457
H 2.128 4.652 -2.365  0.3432
O 1.346 4.092 -2.259  -0.7003
H -1.236 -4.791 1.102  0.3161
H -0.396 -5.855 1.788  0.3179
O -0.325 -4.996 1.352  -0.6289
H -3.134 1.038 0.657  0.3148
H -2.984 1.037 2.201  0.3118
O -2.526 0.835 1.378  -0.6180
H 1.584 2.563 -1.427  0.3491
H 2.485 1.328 -1.559  0.3027
O 1.687 1.630 -1.111  -0.6880

Results
ΔE to the lowest compared entry with this formula, charge and spin = 69.8 kJ/mol
gap between HOMO and LUMO = 11.3 eV
HOMO level = -14.13 eV
total charge = +1
LUMO = -2.83 eV
energy = -10938.631 eV

---

[10]
Entry from OMol25: 6 unconnected molecules or ions with the total composition CH14O5 in a non-equilibrium geometry (ωB97M-V/def2-TZVPD).

Last column: Mulliken charge in e.
Positions of all 20 atoms, in Å:
C -0.626 -0.368 2.648  -0.9008
H -0.301 0.157 3.546  0.2983
H -1.005 0.393 1.971  0.1718
H -1.191 -1.294 2.743  0.2061
H 0.307 -0.767 2.230  0.2326
H -1.059 2.945 0.063  0.2885
H 0.367 2.406 -0.170  0.3359
O -0.469 2.594 -0.613  -0.6237
H -0.072 -1.072 -2.442  0.3085
H -0.901 -1.770 -1.231  0.3179
O -0.073 -1.697 -1.715  -0.6923
H 1.859 1.862 -1.782  0.2958
H 2.826 0.962 -1.040  0.3918
O 2.671 1.895 -1.263  -0.6756
H -3.016 -1.353 0.826  0.3159
H -3.504 -0.500 -0.377  0.2953
O -2.776 -1.054 -0.068  -0.5929
H 2.864 -1.035 -1.665  0.3097
H 1.579 -1.281 -0.897  0.4032
O 2.521 -1.024 -0.763  -0.6862

Results
ΔE to the lowest compared entry with this formula, charge and spin = 72.0 kJ/mol
gap between HOMO and LUMO = 11.4 eV
HOMO level = -11.10 eV
LUMO = 0.27 eV
energy = -11501.651 eV